Entry 1:
Below is a 2-piece molecular cluster, C10H17IN3O overall, with properties calculated with ωB97M-V/def2-TZVPD.

XYZ file:
```
32
Properties=species:S:1:pos:R:3:forces:R:3:mulliken_charge:R:1
C -0.91959 2.82961 -1.96223 0.25 -1.25 -0.96 -0.50
C -1.73111 3.28811 -0.98472 -1.17 -0.86 1.89 -0.49
C 0.06194 1.82537 -1.76868 0.23 0.91 -2.32 -0.76
C -1.61727 2.73674 0.31268 3.22 -0.70 -2.35 -0.90
C 0.36549 1.42266 -0.50986 -1.59 -0.13 0.37 -0.33
C -0.53545 1.84960 0.50814 0.09 0.27 1.14 0.34
C 0.25078 -2.48548 -1.58198 2.63 -1.06 0.45 -1.39
C -0.01801 -3.24331 -0.30529 -0.87 -2.43 1.23 -0.02
C -0.23189 1.33010 1.89705 -0.64 -0.91 -0.60 -0.05
C -0.42596 -2.50621 0.96323 0.60 1.94 -1.06 0.25
N -0.70389 -3.06893 2.14400 1.52 -2.44 -3.17 -0.40
N -0.24987 -1.18986 0.87170 -0.96 -0.27 0.67 0.39
N -0.60459 -0.25205 1.90907 0.44 0.87 0.26 -0.80
O 1.06972 1.60286 2.31838 0.10 -0.42 -0.45 -0.53
I 4.33622 0.89609 -1.14460 -0.31 -0.48 1.23 -0.09
H -1.27307 3.13314 -2.91806 0.61 0.08 -1.06 0.35
H -2.61249 3.86001 -1.25602 0.34 0.41 0.18 0.37
H 0.59405 1.37343 -2.65691 -0.58 0.78 1.09 0.35
H -2.15875 3.10418 1.10896 -1.31 0.37 1.61 0.47
H 1.12484 0.65381 -0.41953 0.13 0.28 0.61 1.04
H 1.11089 -1.80009 -1.41843 -0.38 -0.36 -0.46 0.32
H -0.55691 -1.95018 -1.93243 -1.94 1.19 -0.76 0.44
H 0.52305 -3.24091 -2.36288 -0.08 0.81 0.67 0.36
H 0.93787 -3.60078 0.13076 -0.14 -0.67 -0.90 0.27
H -0.71652 -4.15986 -0.55495 1.33 1.77 1.03 0.34
H -0.14139 -3.89733 2.37753 -1.00 0.45 0.17 0.25
H 4.71216 1.42327 -2.55081 0.30 0.45 -1.22 0.12
H -0.17890 -0.88775 -0.07588 -0.08 0.95 -0.42 0.24
H -0.87202 1.73195 2.71118 -0.17 -0.72 -0.75 0.39
H -0.97023 -2.42173 2.78167 -0.83 1.79 3.01 0.25
H -0.05776 -0.55374 2.69460 0.32 -0.31 0.70 0.29
H 1.48864 2.19727 1.67431 -0.03 -0.33 0.16 0.42
```
Positions in Å, forces in eV/Å.

Total charge = +1
Orbital gap = 9.5 eV
Electronic energy = -928.129938 Eh
E_HOMO = -12.5394 eV
Relative energy (zero: lowest compared OMol25 entry of this formula, charge and spin) = 7.4 kcal/mol
Multiplicity = 1
LUMO energy = -3.01 eV



Entry 2:
Below is a 2-piece molecular cluster, C4H14N2O overall, with properties calculated with ωB97M-V/def2-TZVPD.

XYZ file:
```
21
Properties=species:S:1:pos:R:3:forces:R:3:mulliken_charge:R:1
C -1.45149 1.89440 -0.65447 3.03 2.01 -0.09 -0.75
N -0.52070 1.34176 0.41022 0.02 0.37 -2.09 -0.33
C 0.74560 0.75118 -0.19489 -2.70 -0.88 0.63 -0.64
C 0.48509 -0.45623 -1.19838 1.43 -1.45 1.92 0.39
C 1.89679 -1.00056 -1.59504 -0.53 -0.89 -0.52 -1.49
N -0.12978 -1.69828 -0.40151 2.75 2.50 -5.50 -0.62
H -0.64513 2.27913 -1.41537 -1.94 -0.15 0.99 0.27
H -2.06244 1.18684 -1.22170 -0.19 0.03 0.48 0.26
H -1.98431 2.79420 -0.19109 0.36 -1.45 -1.00 0.30
H -1.03026 0.58988 0.79962 -0.41 -1.03 0.79 0.08
H 1.31755 1.61373 -0.55454 0.19 -0.54 -0.11 0.38
H 1.16016 0.23991 0.68487 0.78 0.45 -0.36 0.19
H -0.03811 -0.19944 -2.11389 -0.55 -0.04 0.24 0.34
H 1.83566 -2.02850 -2.02179 -0.43 0.75 -0.19 0.40
H 2.44705 -1.24540 -0.67564 0.37 0.85 -0.17 0.36
H 2.43699 -0.37958 -2.34779 -0.23 -0.26 0.98 0.35
H 0.67436 -2.08210 -0.00550 0.70 -0.96 1.47 0.25
H -0.89240 -1.51563 0.11878 -2.69 0.67 2.48 0.26
O -0.86982 -0.69236 3.15994 -0.95 3.03 -2.19 -0.68
H -0.17865 -0.40263 2.48421 -1.08 -0.69 1.42 0.35
H -1.58444 0.05140 2.97587 2.07 -2.31 0.83 0.36
```
Positions in Å, forces in eV/Å.

Orbital gap = 10.1 eV
Electronic energy = -345.474376 Eh
E_HOMO = -9.2428 eV
Relative energy (zero: lowest compared OMol25 entry of this formula, charge and spin) = 63.9 kcal/mol
Multiplicity = 1
LUMO energy = 0.81 eV
SMILES = CNC[C@@H](C)N.O



Entry 3:
Below is a 2-piece molecular cluster, CH4IO overall, with properties calculated with ωB97M-V/def2-TZVPD.

XYZ file:
```
7
Properties=species:S:1:pos:R:3:forces:R:3:mulliken_charge:R:1
I -0.72494 0.46124 5.77981 0.01 0.01 -0.05 -1.00
C 0.01957 -0.04909 -1.29810 -0.73 1.59 -0.93 -0.49
O 0.59807 -0.70637 -0.25941 1.28 -1.38 1.37 -0.51
H 0.70875 0.49793 -1.94144 0.62 -0.06 -0.08 0.22
H -0.49912 -0.73981 -1.96291 -0.42 0.03 0.22 0.19
H -0.59523 0.74379 -0.87211 -0.80 -0.09 -0.55 0.24
H 0.49288 -0.20772 0.55415 0.04 -0.10 0.01 0.34
```
Positions in Å, forces in eV/Å.

Total charge = -1
Orbital gap = 6.3 eV
Electronic energy = -413.495562 Eh
E_HOMO = -3.2564 eV
Relative energy (zero: lowest compared OMol25 entry of this formula, charge and spin) = 13.9 kcal/mol
Multiplicity = 1
LUMO energy = 3.09 eV



Entry 4:
Below is CH2N2S4 as an isolated structure, with properties calculated with ωB97M-V/def2-TZVPD.

XYZ file:
```
9
Properties=species:S:1:pos:R:3:forces:R:3:mulliken_charge:R:1
C -1.38864 0.04119 -0.09729 -2.05 0.03 -1.38 0.46
N -0.60070 1.10985 -0.20693 3.58 1.07 1.57 -0.39
N 1.85415 0.00366 0.55917 0.18 1.42 -0.35 -0.23
S -2.86945 0.06280 -0.83838 -0.02 -0.20 0.15 -0.34
S -0.71954 -1.24709 0.75956 -0.90 -1.78 0.79 -0.26
S 0.81653 1.31921 0.76412 0.52 -1.39 -0.50 0.20
S 1.40340 -1.18346 -0.40628 -0.51 1.39 0.47 0.08
H -0.69346 1.95561 -0.71890 -1.26 0.20 -0.89 0.27
H 2.19770 -2.06177 0.18493 0.46 -0.73 0.14 0.21
```
Positions in Å, forces in eV/Å.

Orbital gap (spin up / spin down) = 6.5 / 6.4 eV
Electronic energy = -1741.437882 Eh
E_HOMO (spin up / spin down) = -7.9902 / -8.1334 eV
Relative energy (zero: lowest compared OMol25 entry of this formula, charge and spin) = 47.1 kcal/mol
Multiplicity = 1
LUMO energy (spin up / spin down) = -1.46 / -1.74 eV



Entry 5:
Below is a 2-piece molecular cluster, C6H13NO3 overall, with properties calculated with ωB97M-V/def2-TZVPD.

XYZ file:
```
23
Properties=species:S:1:pos:R:3:forces:R:3:mulliken_charge:R:1
C 1.76281 -1.12430 -0.11603 -0.32 -2.39 -1.25 -1.23
C 0.80930 -0.28618 0.67698 0.00 -3.72 2.06 0.70
C -0.26106 1.81785 -0.01506 0.79 1.22 -1.12 -0.83
C -1.00757 0.88344 -0.99904 0.55 1.80 -1.69 -0.35
C -1.46499 -0.42754 -0.39806 -0.34 0.62 1.34 -0.29
C -0.66392 -0.97531 0.88398 0.37 1.50 -2.16 -0.05
H 2.61985 0.35635 -0.51731 1.51 -0.27 0.09 0.43
H 1.32886 -1.15389 -1.07877 -0.35 -0.08 -1.78 0.40
H 1.83848 -2.21920 0.09692 0.15 1.00 0.78 0.37
H 1.38326 -0.27543 1.56137 -0.31 -0.48 2.26 0.40
H 1.63694 1.43885 0.88828 -0.59 0.74 -0.31 0.32
H 0.23400 2.52682 -0.73836 -1.50 0.57 1.14 0.41
H -0.86834 2.39111 0.86773 1.52 -1.60 -1.75 0.16
H -0.09705 0.73441 -1.72685 -2.25 -0.17 0.77 0.22
H -1.92080 1.43543 -1.54959 2.18 -1.32 1.16 0.33
H -2.47238 -0.07339 0.04566 0.50 -1.63 -0.86 0.22
H -1.72902 -2.22223 -1.09110 0.52 1.13 -0.79 0.39
H -0.75917 -2.14567 0.73196 0.84 2.29 0.90 0.28
H -1.73666 0.70547 1.80851 1.95 -5.43 1.33 0.36
N 0.97908 1.04399 0.22083 -1.15 1.55 0.85 -0.51
O 3.02558 -0.49670 -0.20281 -1.02 0.95 -0.15 -0.61
O -1.35802 -1.36898 -1.44916 -1.58 -1.17 1.04 -0.50
O -1.27918 -0.56489 2.09990 -1.47 4.89 -1.87 -0.62
```
Positions in Å, forces in eV/Å.

Orbital gap = 9.1 eV
Electronic energy = -516.696152 Eh
E_HOMO = -9.1684 eV
Relative energy (zero: lowest compared OMol25 entry of this formula, charge and spin) = 152.4 kcal/mol
Multiplicity = 1
LUMO energy = -0.07 eV



Entry 6:
Below is a 2-piece molecular cluster, C2H8N2O overall, with properties calculated with ωB97M-V/def2-TZVPD.

XYZ file:
```
13
Properties=species:S:1:pos:R:3:forces:R:3:mulliken_charge:R:1
C 2.40853 0.01378 -0.13634 -0.03 0.66 -0.15 -0.79
N 1.14750 -0.72351 -0.05603 -2.71 2.25 -0.89 -0.33
C 0.16308 0.01057 0.63975 0.48 -2.23 4.55 -0.03
N -1.11819 -0.35016 0.84219 1.03 0.01 -0.37 -0.43
H 2.89452 0.11042 0.84322 0.14 -0.66 -0.14 0.35
H 2.96186 -0.47609 -0.92429 0.64 -0.09 0.32 0.31
H 2.31155 1.07031 -0.44168 -0.32 -0.43 -0.06 0.33
H 0.21293 0.31567 -0.48629 0.79 -0.23 -2.02 0.29
H 0.63386 0.55559 1.46669 -0.28 0.99 -0.47 0.33
H -1.66544 0.29414 1.40665 0.56 0.04 0.30 0.30
H -1.68207 -0.29794 -0.08872 -1.00 0.26 -1.53 0.44
H -2.23928 0.73800 -1.97223 -0.15 -0.31 0.34 0.20
O -2.36457 0.66513 -1.01536 0.86 -0.26 0.12 -0.97
```
Positions in Å, forces in eV/Å.

Orbital gap = 6.0 eV
Electronic energy = -265.528177 Eh
E_HOMO = -7.9975 eV
Relative energy (zero: lowest compared OMol25 entry of this formula, charge and spin) = 160.0 kcal/mol
Multiplicity = 1
LUMO energy = -2.04 eV



Entry 7:
Below is CHCuLiO2 as an isolated structure, with properties calculated with ωB97M-V/def2-TZVPD.

XYZ file:
```
6
Properties=species:S:1:pos:R:3:forces:R:3:mulliken_spin:R:1
O 1.33468 0.89570 0.05036 1.14 -0.78 -0.44 0.02
C 0.23268 0.36729 0.13776 -4.04 1.01 -0.71 -0.03
O -0.12972 -0.71872 0.65695 1.49 -0.99 -0.22 -0.02
Li 1.82922 -1.16458 -0.32865 -0.70 0.81 0.71 0.01
H -0.78793 0.85769 -0.35480 2.19 0.16 0.58 0.02
Cu -2.47894 -0.23738 -0.16162 -0.08 -0.20 0.07 1.00
```
Positions in Å, forces in eV/Å.

Orbital gap (spin up / spin down) = 4.7 / 7.5 eV
Electronic energy = -1837.145557 Eh
Expectation value of S² = 0.751
E_HOMO (spin up / spin down) = -5.8760 / -8.6934 eV
Relative energy (zero: lowest compared OMol25 entry of this formula, charge and spin) = 0.0 kcal/mol
Multiplicity = 2
LUMO energy (spin up / spin down) = -1.16 / -1.18 eV